The following is a DFT calculation (ωB97M-V/def2-TZVPD) of a 2-piece molecular cluster, C2H4ClFO overall.

```
9
Properties=species:S:1:pos:R:3:forces:R:3
C -1.14179 0.69709 -0.17306 0.164 -2.779 -2.267
C 0.26833 0.48458 0.40032 0.910 2.290 1.212
H -1.08930 -1.31675 0.34963 -4.107 3.500 -1.486
H -1.26700 0.93052 -1.26622 1.544 -0.389 0.488
H -1.60116 1.49456 0.20800 -1.409 3.444 2.377
H 0.48037 0.65778 1.54140 -1.267 -0.875 -1.960
O -1.99879 -0.40390 0.05540 4.177 -4.033 1.931
F 1.16001 1.41338 -0.12463 -0.471 -0.022 -0.345
Cl 0.83930 -1.07913 -0.08929 0.459 -1.137 0.049
```
Forces are in eV/Å.

DFT total energy: -713.80816 Eh
Gap between HOMO and LUMO: 10.9 eV
HOMO level: -10.15 eV
Energy above the lowest of the compared OMol25 structures with the same formula, charge and spin: 50.5 kcal/mol
Strongest force on any atom: 6.12 eV Å⁻¹
Charge: 0

The following is a DFT calculation (ωB97M-V/def2-TZVPD) of C2H4ClFO as an isolated structure.

```
9
Properties=species:S:1:pos:R:3:forces:R:3
C -0.22559 -0.10366 0.76851 -0.261 0.882 -0.553
C 0.02784 -0.52672 -0.69639 0.887 -1.055 -0.167
H 0.77262 1.98813 0.31353 -4.071 -3.657 2.588
H 0.44985 -0.62812 1.50962 -0.348 0.664 -1.189
H -1.26944 -0.59250 0.96642 1.343 2.053 0.045
H -0.46673 -1.51488 -0.97966 0.861 1.263 0.555
O -0.12521 1.40789 0.91579 2.735 0.150 -1.930
F 1.43336 -0.67730 -0.87251 -1.555 0.268 -0.105
Cl -0.59670 0.64716 -1.92530 0.409 -0.568 0.756
```
Forces are in eV/Å.

DFT total energy: -713.82375 Eh
Gap between HOMO and LUMO: 11.3 eV
HOMO level: -10.82 eV
Energy above the lowest of the compared OMol25 structures with the same formula, charge and spin: 40.7 kcal/mol
Strongest force on any atom: 6.05 eV Å⁻¹
Charge: 0

The following is a DFT calculation (ωB97M-V/def2-TZVPD) of one molecule with the formula C2H4ClN.

```
8
Properties=species:S:1:pos:R:3:forces:R:3
C -0.76554 -0.41828 -0.11378 -1.854 -0.301 -0.383
C 0.38203 0.49411 -0.03170 -1.249 -0.075 2.776
N -0.64406 -1.51727 -0.63145 1.188 -1.153 0.323
Cl -2.54944 0.20946 0.30298 1.710 -0.257 0.116
H 0.97258 0.33294 0.87210 -0.004 -0.453 -0.106
H 0.02159 1.45410 0.08160 -0.464 2.336 -0.248
H 0.92158 0.31953 -0.87729 1.721 -0.164 -2.204
H -1.28987 -2.27358 -0.56984 -1.049 0.066 -0.274
```
Forces are in eV/Å.

DFT total energy: -593.52387 Eh
Gap between HOMO and LUMO: 11.0 eV
HOMO level: -10.15 eV
Energy above the lowest of the compared OMol25 structures with the same formula, charge and spin: 10.8 kcal/mol
Strongest force on any atom: 3.05 eV Å⁻¹
Charge: 0

The following is a DFT calculation (ωB97M-V/def2-TZVPD) of a 2-piece molecular cluster, C2H4ClN2 overall.

```
9
Properties=species:S:1:pos:R:3:forces:R:3
C 0.36794 0.18227 -0.66866 -2.086 -0.976 1.342
C 0.19773 1.59173 -0.42149 -2.564 -2.543 2.624
N -0.60109 -1.26762 1.30318 -0.360 0.033 -0.336
N -0.91626 -2.34406 1.29677 0.546 1.401 0.654
Cl 1.49689 -0.38456 -1.62034 1.528 -0.559 -1.213
H 0.00494 1.55236 0.70177 0.406 0.605 -1.028
H 1.05883 2.04421 -0.68851 2.300 2.614 -0.968
H -0.79023 1.88248 -0.79495 0.299 0.350 -0.330
H -0.81875 -3.25680 0.89222 -0.070 -0.925 -0.745
```
Forces are in eV/Å.

DFT total energy: -647.83318 Eh
Gap between HOMO and LUMO (spin up / spin down): 7.9 / 6.2 eV
HOMO level (spin up / spin down): -13.55 / -12.63 eV
Energy above the lowest of the compared OMol25 structures with the same formula, charge and spin: 107.2 kcal/mol
Strongest force on any atom: 4.46 eV Å⁻¹
Charge: +1